[1]
{
  "formula": "C26H43F4I2N3O7PSi",
  "method": "ωB97M-V/def2-TZVPD",
  "elements": ["C", "C", "O", "O", "C", "C", "C", "N", "O", "P", "C", "C", "O", "C", "N", "C", "C", "F", "C", "F", "F", "C", "C", "Si", "C", "C", "C", "C", "C", "C", "C", "C", "O", "C", "F", "C", "I", "C", "C", "I", "H", "H", "H", "H", "H", "H", "H", "H", "H", "H", "H", "H", "H", "H", "H", "H", "H", "H", "H", "H", "H", "H", "H", "H", "H", "H", "H", "H", "H", "H", "H", "H", "H", "H", "H", "H", "H", "H", "H", "H", "C", "N", "O", "O", "H", "H", "H"],
  "xyz": [[3.17, -4.62, -0.62], [3.56, -3.46, -1.48], [4.45, -3.51, -2.27], [2.82, -2.38, -1.24], [2.76, -1.41, -2.29], [1.37, -0.78, -2.25], [0.32, -1.89, -2.50], [0.75, -2.98, -3.40], [1.07, -0.36, -0.94], [1.15, 1.36, -0.63], [1.11, 3.28, -0.52], [-0.19, 3.90, -1.01], [-0.28, 5.25, -0.49], [-0.27, 4.00, -2.54], [-0.78, 5.30, -3.06], [3.01, 1.27, -0.17], [3.43, 0.18, 0.80], [3.47, 2.48, 0.38], [0.53, 1.08, 1.18], [0.60, -0.24, 1.58], [1.30, 1.78, 2.09], [-0.92, 1.54, 1.40], [-1.64, 0.76, 2.52], [-2.74, -0.64, 1.91], [-2.34, -1.10, 0.13], [-4.55, -0.08, 1.96], [-2.50, -2.22, 2.92], [-2.92, -3.44, 2.36], [-2.74, -4.66, 3.03], [-2.14, -4.65, 4.29], [-1.73, -3.45, 4.87], [-1.91, -2.25, 4.19], [1.65, 1.53, -2.37], [1.33, 0.48, -3.18], [0.02, 0.68, -3.63], [2.30, 0.54, -4.35], [4.04, 1.69, -4.07], [2.15, -0.01, -5.55], [3.13, 0.08, -6.68], [0.40, -1.03, -6.11], [4.05, -5.16, -0.31], [2.66, -4.27, 0.28], [2.49, -5.27, -1.16], [2.96, -1.87, -3.25], [3.53, -0.66, -2.14], [0.16, -2.31, -1.51], [-0.62, -1.44, -2.80], [-0.02, -3.20, -4.02], [0.86, -3.83, -2.86], [-0.20, 1.42, -1.13], [1.90, 3.68, -1.13], [1.29, 3.63, 0.49], [-1.08, 3.38, -0.65], [-0.26, 5.18, 0.46], [0.68, 3.77, -3.01], [-0.96, 3.21, -2.86], [-0.53, 5.32, -4.04], [-1.79, 5.23, -3.07], [3.58, 1.15, -1.09], [3.47, 0.55, 1.82], [4.44, -0.15, 0.56], [2.79, -0.70, 0.76], [-1.48, 1.47, 0.48], [-0.88, 2.59, 1.69], [-0.96, 0.43, 3.30], [-2.32, 1.46, 3.01], [-3.00, -1.88, -0.24], [-1.31, -1.43, 0.10], [-2.43, -0.23, -0.53], [-5.19, -0.95, 2.13], [-4.71, 0.65, 2.74], [-4.80, 0.36, 1.00], [-3.38, -3.45, 1.38], [-3.08, -5.57, 2.56], [-1.99, -5.60, 4.80], [-1.28, -3.44, 5.85], [-1.59, -1.32, 4.64], [2.81, -0.52, -7.52], [3.28, 1.11, -6.99], [4.10, -0.30, -6.36], [-3.13, 2.68, 6.89], [-3.64, 2.09, 5.62], [-4.41, 2.76, 4.96], [-3.23, 0.99, 5.33], [-3.57, 3.66, 7.02], [-3.41, 2.00, 7.69], [-2.05, 2.74, 6.81]],
  "spin_multiplicity": 1,
  "total_charge": -1
}



[2]
{
  "formula": "C33H45HfN5O2",
  "method": "ωB97M-V/def2-TZVPD",
  "elements": ["Hf", "C", "C", "C", "C", "C", "C", "C", "C", "C", "C", "C", "C", "N", "C", "O", "C", "C", "C", "C", "C", "N", "C", "O", "N", "C", "C", "C", "C", "C", "C", "C", "C", "C", "C", "C", "C", "H", "H", "H", "H", "H", "H", "H", "H", "H", "H", "H", "H", "H", "H", "H", "H", "H", "H", "H", "H", "H", "H", "H", "H", "H", "H", "H", "H", "H", "H", "H", "H", "H", "H", "H", "H", "H", "N", "C", "C", "N", "H", "H", "H", "H", "H", "H", "H", "H"],
  "xyz": [[3.29, 3.52, 15.86], [6.64, 5.99, 15.64], [5.68, 7.17, 15.68], [5.00, 7.55, 14.29], [4.86, 7.17, 16.93], [5.26, 8.01, 17.96], [4.47, 8.32, 19.06], [3.29, 7.62, 19.23], [2.88, 6.70, 18.31], [1.87, 5.66, 18.70], [0.81, 6.16, 19.68], [2.51, 4.40, 19.14], [3.59, 6.55, 17.07], [3.06, 5.70, 16.13], [1.98, 6.31, 15.45], [1.75, 7.49, 15.40], [0.96, 5.27, 15.06], [-0.36, 5.44, 14.88], [-1.14, 4.39, 15.43], [-0.51, 3.30, 16.10], [0.88, 3.11, 15.86], [1.47, 4.01, 15.01], [1.73, 2.09, 16.53], [4.36, 1.95, 15.21], [1.15, 0.95, 16.82], [1.51, -0.15, 17.49], [0.57, -1.22, 17.44], [0.91, -2.51, 17.94], [2.11, -2.73, 18.53], [3.01, -1.68, 18.62], [2.81, -0.41, 18.06], [3.86, 0.63, 18.22], [4.03, 1.22, 19.65], [5.26, 0.05, 17.77], [-0.79, -0.94, 16.92], [-1.39, 0.14, 17.87], [-1.71, -2.18, 16.96], [7.33, 6.16, 14.81], [6.12, 5.05, 15.47], [7.16, 5.92, 16.62], [6.39, 8.02, 15.89], [5.04, 6.75, 13.53], [5.63, 8.34, 13.82], [3.95, 7.90, 14.54], [6.30, 8.32, 17.98], [4.90, 9.07, 19.74], [2.68, 7.69, 20.14], [1.35, 5.44, 17.77], [1.21, 6.11, 20.71], [-0.12, 5.56, 19.63], [0.56, 7.20, 19.48], [3.38, 4.58, 19.86], [2.89, 3.91, 18.21], [1.78, 3.69, 19.59], [-0.78, 6.32, 14.32], [-2.24, 4.42, 15.33], [-1.04, 2.89, 16.94], [0.19, -3.32, 17.78], [2.43, -3.72, 18.91], [4.03, -1.93, 18.89], [3.54, 1.45, 17.56], [4.32, 0.40, 20.29], [3.02, 1.62, 19.95], [4.88, 1.90, 19.66], [5.84, -0.22, 18.66], [5.85, 0.85, 17.28], [5.20, -0.78, 17.12], [-0.78, -0.64, 15.83], [-1.74, -0.26, 18.84], [-2.26, 0.60, 17.32], [-0.61, 0.84, 18.03], [-1.72, -2.58, 17.94], [-1.38, -2.93, 16.21], [-2.74, -1.93, 16.66], [5.08, 1.23, 14.16], [4.68, 1.80, 12.89], [4.95, 3.32, 12.90], [3.81, 3.98, 13.55], [6.10, 1.34, 14.49], [4.88, 0.24, 14.31], [3.59, 1.58, 12.84], [5.18, 1.22, 12.03], [5.05, 3.68, 11.88], [5.85, 3.68, 13.44], [2.98, 3.66, 13.01], [3.83, 5.05, 13.48]],
  "spin_multiplicity": 1,
  "total_charge": 2
}



[3]
{
  "formula": "C5H12O2",
  "method": "ωB97M-V/def2-TZVPD",
  "elements": ["C", "C", "C", "O", "C", "C", "O", "H", "H", "H", "H", "H", "H", "H", "H", "H", "H", "H", "H"],
  "xyz": [[-0.03, -0.22, 2.76], [-0.68, 0.29, 1.48], [0.14, -0.01, 0.23], [0.33, -1.40, 0.17], [-0.52, 0.53, -1.04], [0.35, 0.41, -2.28], [0.59, -0.98, -2.54], [-0.66, 0.00, 3.63], [0.12, -1.30, 2.71], [0.95, 0.25, 2.92], [-0.84, 1.38, 1.55], [-1.67, -0.18, 1.35], [1.12, 0.50, 0.34], [0.59, -1.61, -0.74], [-0.77, 1.59, -0.90], [-1.46, -0.02, -1.20], [1.30, 0.93, -2.11], [-0.15, 0.87, -3.14], [1.28, -1.05, -3.20]],
  "smiles": "CC[C@@H](O)CCO",
  "spin_multiplicity": 1,
  "total_charge": 0,
  "e_above_lowest_kcal_mol": 14.4
}



[4]
{
  "formula": "C23H14Co2NO7P",
  "method": "ωB97M-V/def2-TZVPD",
  "elements": ["C", "C", "C", "C", "P", "C", "C", "C", "C", "C", "C", "C", "C", "N", "O", "C", "C", "H", "H", "H", "H", "H", "H", "H", "H", "H", "H", "H", "O", "C", "Co", "C", "O", "C", "O", "C", "C", "C", "Co", "C", "O", "C", "O", "C", "O", "H", "H", "H"],
  "xyz": [[5.49, -4.13, 0.43], [4.50, -4.05, 1.43], [3.36, -3.26, 1.23], [3.24, -2.56, 0.01], [1.82, -1.44, -0.31], [0.37, -2.56, -0.05], [-0.62, -2.27, 0.90], [-1.74, -3.11, 0.98], [-1.87, -4.20, 0.11], [-0.89, -4.45, -0.88], [0.23, -3.61, -0.97], [1.83, -0.21, 0.96], [1.40, 1.04, 0.63], [1.08, 2.15, 0.39], [1.82, -0.94, -1.74], [4.23, -2.63, -0.98], [5.35, -3.43, -0.77], [6.38, -4.75, 0.59], [4.61, -4.60, 2.37], [2.58, -3.18, 1.99], [-0.50, -1.41, 1.56], [-2.50, -2.91, 1.73], [-2.74, -4.87, 0.18], [-0.99, -5.28, -1.58], [0.99, -3.77, -1.75], [2.27, -0.42, 1.93], [4.09, -2.07, -1.91], [6.11, -3.48, -1.56], [-4.07, 0.98, -2.57], [-3.81, 2.07, -2.29], [-3.32, 3.66, -1.65], [-2.05, 4.37, -2.65], [-1.19, 4.86, -3.25], [-4.59, 4.87, -1.73], [-5.41, 5.68, -1.70], [-3.16, 3.62, 0.41], [-2.03, 2.90, -0.06], [-1.76, 1.59, -0.32], [-1.85, 4.68, 1.09], [-0.34, 5.37, 0.49], [0.62, 5.83, 0.04], [-1.65, 4.04, 2.75], [-1.55, 3.55, 3.79], [-2.90, 6.11, 1.16], [-3.62, 7.01, 1.12], [-3.91, 3.06, 0.98], [-0.75, 1.24, -0.58], [-2.59, 0.92, 0.04]],
  "spin_multiplicity": 1,
  "total_charge": 0
}



[5]
{
  "formula": "C12H13N3O4S",
  "method": "ωB97M-V/def2-TZVPD",
  "elements": ["O", "C", "C", "S", "C", "N", "N", "C", "C", "C", "C", "O", "C", "O", "N", "C", "C", "O", "C", "C", "H", "H", "H", "H", "H", "H", "H", "H", "H", "H", "H", "H", "H"],
  "xyz": [[0.45, 1.81, -2.23], [0.32, 0.63, -1.99], [-0.29, 0.18, -0.67], [0.97, -0.66, 0.38], [0.33, -0.32, 1.95], [0.84, -0.72, 3.07], [0.05, -0.23, 4.04], [-0.90, 0.44, 3.48], [-1.97, 1.15, 4.11], [-2.21, 1.24, 5.52], [-3.32, 2.00, 5.65], [-3.78, 2.39, 4.44], [-2.97, 1.87, 3.52], [-0.78, 0.42, 2.12], [0.65, -0.33, -2.88], [0.63, -1.76, -2.69], [2.07, -2.29, -2.73], [2.71, -1.94, -3.93], [2.73, -0.54, -4.10], [1.31, 0.04, -4.11], [-1.14, -0.49, -0.81], [-0.61, 1.08, -0.14], [-1.62, 0.78, 6.28], [-3.86, 2.34, 6.51], [-3.18, 2.08, 2.49], [0.17, -2.04, -1.74], [0.06, -2.21, -3.51], [2.09, -3.38, -2.68], [2.63, -1.88, -1.87], [3.23, -0.35, -5.06], [3.31, -0.07, -3.29], [1.34, 1.13, -4.17], [0.75, -0.37, -4.96]],
  "smiles": "O=C(CSc1nnc(-c2ccoc2)o1)N1CCOCC1",
  "spin_multiplicity": 1,
  "total_charge": 0,
  "e_above_lowest_kcal_mol": 32.3
}



[6]
{
  "formula": "C10H24BNO6PS",
  "method": "ωB97M-V/def2-TZVPD",
  "elements": ["C", "C", "C", "C", "C", "B", "S", "C", "N", "C", "O", "O", "H", "H", "H", "H", "H", "H", "H", "H", "H", "H", "H", "H", "H", "H", "H", "C", "O", "P", "O", "O", "C", "O", "C", "H", "H", "H", "H", "H", "H", "H", "H", "H"],
  "xyz": [[6.66, 1.45, -1.47], [6.13, 0.52, -2.08], [5.36, -0.77, -2.58], [4.06, -0.98, -1.61], [2.70, -1.09, -2.43], [1.46, -0.18, -1.87], [1.39, 0.01, 0.02], [0.04, -1.00, -2.33], [-0.94, -0.93, -1.17], [1.44, 1.23, -2.71], [0.50, 2.23, -2.20], [1.31, 3.18, -1.60], [7.13, 2.14, -0.72], [6.10, -1.62, -2.43], [5.07, -0.64, -3.66], [4.24, -2.00, -1.13], [4.11, -0.13, -0.87], [2.93, -0.72, -3.49], [2.44, -2.20, -2.55], [0.49, 1.06, 0.23], [-0.48, -0.47, -3.19], [0.24, -2.09, -2.56], [-1.67, -1.65, -1.26], [-1.34, 0.02, -1.20], [1.08, 0.97, -3.77], [2.48, 1.67, -2.87], [1.05, 3.16, -0.65], [-5.78, 1.55, 2.63], [-5.51, 0.16, 2.50], [-4.48, -0.57, 3.66], [-4.93, 0.31, 4.80], [-3.18, 0.10, 2.89], [-2.99, -0.20, 1.50], [-3.47, -1.47, 4.71], [-2.06, -1.43, 4.61], [-6.19, 1.89, 1.67], [-6.53, 1.71, 3.40], [-4.87, 2.11, 2.84], [-3.28, 0.67, 0.91], [-3.59, -1.06, 1.19], [-1.94, -0.42, 1.33], [-1.70, -0.41, 4.77], [-1.73, -1.81, 3.65], [-1.65, -2.07, 5.39]],
  "spin_multiplicity": 1,
  "total_charge": -1
}



[7]
{
  "formula": "C40H104N4O20P4",
  "method": "ωB97M-V/def2-TZVPD",
  "elements": ["C", "C", "O", "P", "O", "O", "C", "C", "O", "C", "C", "H", "H", "H", "H", "H", "H", "H", "H", "H", "H", "H", "H", "H", "H", "H", "C", "C", "O", "P", "O", "O", "C", "C", "O", "C", "C", "H", "H", "H", "H", "H", "H", "H", "H", "H", "H", "H", "H", "H", "H", "H", "C", "C", "O", "P", "O", "O", "C", "C", "O", "C", "C", "H", "H", "H", "H", "H", "H", "H", "H", "H", "H", "H", "H", "H", "H", "H", "C", "C", "O", "P", "O", "O", "C", "C", "O", "C", "C", "H", "H", "H", "H", "H", "H", "H", "H", "H", "H", "H", "H", "H", "H", "H", "C", "O", "C", "C", "C", "N", "H", "H", "H", "H", "H", "H", "H", "H", "H", "H", "H", "C", "O", "C", "C", "C", "N", "H", "H", "H", "H", "H", "H", "H", "H", "H", "H", "H", "C", "O", "C", "C", "C", "N", "H", "H", "H", "H", "H", "H", "H", "H", "H", "H", "H", "C", "O", "C", "C", "C", "N", "H", "H", "H", "H", "H", "H", "H", "H", "H", "H", "H"],
  "xyz": [[-0.46, 2.52, 5.44], [-1.37, 2.19, 6.60], [-2.52, 1.30, 6.22], [-3.62, 1.63, 5.04], [-3.17, 1.99, 3.72], [-4.45, 0.33, 5.11], [-4.16, -0.76, 4.22], [-2.68, -1.13, 4.30], [-4.56, 2.74, 5.69], [-5.19, 2.67, 7.00], [-6.69, 2.76, 6.89], [0.20, 1.70, 5.20], [-1.02, 2.90, 4.58], [0.18, 3.34, 5.85], [-0.93, 1.63, 7.43], [-1.79, 3.13, 7.02], [-4.78, -1.53, 4.60], [-4.51, -0.53, 3.22], [-2.46, -1.50, 5.36], [-2.31, -1.85, 3.58], [-2.06, -0.24, 4.14], [-4.83, 1.79, 7.52], [-4.79, 3.45, 7.59], [-7.12, 1.80, 6.60], [-7.07, 3.18, 7.80], [-6.82, 3.49, 6.10], [3.32, 4.47, 0.55], [3.58, 2.99, 0.20], [4.39, 2.91, -1.01], [3.66, 2.39, -2.36], [3.28, 0.95, -2.31], [2.50, 3.37, -2.54], [1.32, 3.19, -3.34], [0.25, 4.28, -3.12], [4.78, 2.77, -3.42], [5.63, 1.81, -4.08], [7.06, 2.45, -4.08], [2.88, 4.96, -0.29], [2.59, 4.53, 1.41], [4.25, 4.96, 0.77], [4.17, 2.46, 0.97], [2.63, 2.49, 0.14], [1.63, 3.07, -4.42], [1.00, 2.17, -3.05], [0.19, 4.38, -2.04], [0.72, 5.21, -3.55], [-0.76, 4.09, -3.57], [5.58, 0.87, -3.59], [5.23, 1.69, -5.11], [7.37, 2.53, -3.03], [7.81, 1.89, -4.68], [7.03, 3.48, -4.52], [5.68, -2.17, -0.73], [5.62, -0.65, -0.49], [5.01, -0.36, 0.80], [5.90, -0.07, 2.09], [7.09, -0.87, 2.31], [4.70, -0.06, 3.16], [4.20, -1.35, 3.62], [2.84, -1.21, 4.23], [6.18, 1.48, 1.87], [7.25, 2.18, 2.49], [7.17, 3.65, 1.98], [6.34, -2.62, -0.02], [4.71, -2.60, -0.71], [6.04, -2.35, -1.75], [6.61, -0.18, -0.44], [5.01, -0.09, -1.22], [4.20, -2.00, 2.74], [4.82, -1.74, 4.38], [2.02, -0.98, 3.50], [2.55, -2.03, 4.91], [2.92, -0.38, 4.97], [7.09, 2.14, 3.53], [8.26, 1.71, 2.31], [7.98, 4.19, 2.46], [7.17, 3.75, 0.91], [6.17, 4.05, 2.20], [-1.45, -4.43, 5.25], [-2.72, -5.30, 5.03], [-3.78, -4.49, 4.53], [-4.22, -4.67, 3.04], [-4.57, -6.00, 2.52], [-5.41, -3.58, 2.97], [-6.74, -3.97, 3.21], [-7.60, -2.71, 3.08], [-3.07, -3.91, 2.31], [-2.62, -4.30, 1.01], [-1.75, -3.18, 0.45], [-0.61, -5.06, 5.60], [-1.19, -3.79, 4.39], [-1.69, -3.82, 6.12], [-2.49, -6.11, 4.31], [-3.13, -5.76, 5.94], [-7.10, -4.80, 2.62], [-6.75, -4.34, 4.25], [-7.70, -2.55, 1.98], [-8.57, -2.86, 3.55], [-7.15, -1.87, 3.58], [-2.07, -5.25, 1.02], [-3.49, -4.48, 0.36], [-0.84, -2.99, 1.07], [-1.34, -3.54, -0.45], [-2.26, -2.23, 0.32], [-1.71, -4.03, -6.05], [-2.70, -3.11, -5.77], [-2.16, -1.75, -5.64], [-1.52, -1.64, -4.29], [-2.40, -1.88, -3.04], [-0.95, -0.34, -4.25], [-2.20, -5.01, -6.05], [-0.87, -4.06, -5.30], [-1.20, -3.88, -6.99], [-1.57, -1.57, -6.51], [-2.96, -1.05, -5.84], [-0.76, -2.44, -4.34], [-1.81, -1.52, -2.18], [-2.65, -2.97, -2.94], [-3.25, -1.26, -2.96], [-0.73, 0.04, -3.31], [-0.13, -0.20, -4.85], [1.68, -0.06, -7.14], [1.45, -1.02, -6.07], [2.53, -1.21, -5.18], [2.16, -2.26, -4.16], [3.42, -2.61, -3.35], [1.59, -3.41, -4.83], [1.93, 0.91, -6.70], [0.73, 0.04, -7.66], [2.47, -0.40, -7.82], [3.43, -1.53, -5.72], [2.85, -0.24, -4.73], [1.42, -1.75, -3.49], [3.31, -3.56, -2.75], [3.78, -1.74, -2.76], [4.18, -2.79, -4.08], [2.27, -3.90, -5.37], [0.91, -3.02, -5.44], [-0.32, 1.99, 2.20], [0.13, 1.42, 0.93], [-0.50, 0.19, 0.73], [0.23, -0.61, -0.39], [1.50, -1.45, 0.06], [0.55, 0.18, -1.58], [-1.34, 2.34, 2.18], [0.33, 2.82, 2.52], [-0.26, 1.33, 3.07], [-0.50, -0.31, 1.73], [-1.60, 0.32, 0.54], [-0.47, -1.41, -0.65], [1.83, -2.25, -0.66], [1.26, -1.97, 0.99], [2.31, -0.75, 0.32], [1.15, -0.45, -2.13], [1.14, 0.98, -1.36], [-3.21, 3.57, -0.82], [-2.92, 3.82, -2.14], [-3.14, 2.61, -2.90], [-3.56, 2.86, -4.33], [-4.94, 3.44, -4.35], [-3.56, 1.64, -5.05], [-2.98, 4.55, -0.28], [-2.63, 2.72, -0.48], [-4.22, 3.30, -0.58], [-2.27, 1.95, -2.92], [-3.94, 2.06, -2.35], [-2.93, 3.65, -4.78], [-5.00, 4.41, -3.81], [-5.69, 2.82, -3.84], [-5.23, 3.59, -5.40], [-2.76, 1.11, -4.83], [-3.36, 1.89, -6.02]],
  "smiles": "CCOP(=O)(OCC)OCC.CCOP(=O)(OCC)OCC.CCOP(=O)(OCC)OCC.CCOP(=O)(OCC)OCC.COC[C@H](C)N.COC[C@H](C)N.COC[C@H](C)N.COC[C@H](C)N",
  "spin_multiplicity": 1,
  "total_charge": 0
}



Frontier orbital gap, respectively: 6.88; 6.41; 10.58; 2.73; 9.11; 3.48; 8.77 eV.